Entry 1:
Here is a molecular structure, C15H23BN6PtSi from the Open Molecules 2025 dataset. Energies are from ωB97M-V/def2-TZVPD.

Structure (ORCA input):
```
! wB97M-V def2-TZVPD RIJCOSX def2/J DEFGRID3
* xyz 0 3
C 0.594 3.927 -1.556
C -0.202 -0.016 1.270
H -2.144 -2.367 1.463
C 1.438 0.855 4.728
C 0.922 3.284 -2.749
N 0.234 1.751 -1.306
H 0.656 4.992 -1.352
N 0.708 1.955 -2.573
C -2.628 -0.620 -3.956
H 1.659 0.986 5.795
H 3.924 -2.590 -2.484
C -1.522 -0.038 -4.510
N -0.615 0.180 -3.556
N 1.317 -0.775 -1.714
C 2.186 -1.751 -1.400
H -2.605 -2.728 -0.241
H 3.196 -0.639 -4.320
C 0.171 2.940 -0.665
H 1.280 3.616 -3.703
H 1.202 1.176 -4.689
H -2.998 -1.066 -1.757
H -2.570 0.452 4.628
H -1.259 0.276 -5.523
H 2.057 -2.236 -0.446
Si -0.150 -0.075 4.367
C -1.632 0.880 5.009
C -0.228 -0.056 2.513
H -1.586 1.920 4.651
Pt -0.249 -0.105 -0.552
H -0.169 2.943 0.352
C -0.062 -1.838 5.019
H -1.054 -3.347 0.418
H -3.509 -0.946 -4.471
C 2.771 -0.918 -3.385
C 3.115 -1.884 -2.431
H -0.065 -1.924 6.117
B 0.808 0.816 -3.611
N 1.675 -0.258 -2.931
C -1.787 -2.546 0.446
H 0.860 -2.325 4.662
H 1.378 1.845 4.254
H -1.273 -1.583 0.127
N -1.140 -0.237 -2.357
C -2.380 -0.718 -2.588
H -0.904 -2.439 4.645
H 2.275 0.322 4.256
H -1.695 0.909 6.106
*
```

Computed properties:
HOMO level (alpha / beta) = -6.880 / -8.133 eV
strongest force on any atom = 5.496 eV/A
energy = -36667.9037 eV
molecular weight = 521.367 g mol⁻¹
expectation value of S² = 2.021

Entry 2:
Here is 7 unconnected molecules or ions with the total composition C43H103F4N4O11P2S4 from the Open Molecules 2025 dataset. Energies are from ωB97M-V/def2-TZVPD.

Structure (ORCA input):
```
! wB97M-V def2-TZVPD RIJCOSX def2/J DEFGRID3
* xyz 1 1
C 4.148 -1.401 2.634
O 5.565 6.854 -0.137
O -4.459 5.454 -4.559
H 2.706 2.025 3.135
C -1.894 -1.483 -3.081
H 1.066 -1.473 5.704
C 3.385 3.099 4.728
H 3.167 0.558 0.870
C 6.862 4.278 -1.826
H -7.115 0.395 -3.140
C -2.808 -4.288 -3.360
H -6.210 5.829 2.074
H 0.460 0.322 2.421
C 4.846 2.168 2.843
H -5.959 2.186 -1.255
N -3.817 1.634 1.477
H -6.073 4.000 0.541
H -1.793 -4.447 -0.592
H 4.112 4.411 6.256
H 0.416 0.054 0.014
C -3.395 -5.639 -2.818
H -0.103 -0.930 -4.079
H -4.503 1.040 1.919
H 2.265 1.658 -2.019
C 4.405 -1.560 5.189
H 7.103 0.528 -0.111
F -6.212 3.824 -4.925
H -0.334 -3.363 -6.501
H 5.219 -0.835 5.190
C 3.073 -0.350 -1.918
H 5.115 -0.325 -1.301
C 6.569 2.844 -1.307
O 4.486 6.291 2.058
C 0.063 1.137 1.816
C -2.267 -2.549 3.810
H 1.885 -4.623 -1.000
H -0.821 1.156 -1.626
H 0.506 -1.879 7.222
C -4.625 2.517 0.449
O -1.554 -0.268 0.730
H -1.138 -2.268 -7.632
C 7.238 2.731 0.048
H -0.114 -0.338 6.402
H 0.804 1.925 1.680
C 4.261 -2.306 3.825
H 7.158 2.158 -1.917
H 4.018 -1.299 -0.324
H 7.847 4.663 -1.562
O -1.709 4.248 -4.211
H -2.862 -1.456 2.048
C 0.165 -1.387 6.311
H 3.216 -1.188 -2.601
H -6.920 -2.531 -2.136
H -6.528 4.785 3.394
O 3.570 4.162 0.404
H -8.534 -0.498 -2.731
H -3.751 -7.630 -3.187
C 0.017 -3.654 -1.538
H 5.502 2.621 -1.313
N -3.309 -1.982 2.786
H -5.020 5.749 3.318
H 0.587 -5.200 -0.150
H -0.477 -1.242 3.771
H 0.294 -1.697 -6.965
H 6.241 5.108 -1.487
C -7.521 -0.617 -3.115
H 3.814 1.768 -0.240
H -1.158 -7.353 -2.907
H -0.094 -4.439 -2.285
H -3.483 2.223 2.227
C 6.895 1.297 0.634
P -2.609 -2.913 -2.231
N -4.019 3.015 -4.716
H -6.615 -1.169 -1.126
H -5.820 0.811 -0.189
S 4.387 6.810 0.700
C -4.289 -2.389 -1.567
H -1.752 -8.414 -4.226
H -2.883 -5.955 -1.909
H 3.489 -3.073 3.760
C -0.599 1.584 -0.648
C 0.993 -4.249 -0.497
H -0.723 1.686 2.335
H -2.541 -2.139 -5.531
H 4.705 -2.120 6.075
C -0.830 -1.739 -4.148
P 5.250 0.969 1.471
H 4.683 2.626 6.274
H 5.416 3.881 5.267
C -1.436 -3.472 -0.921
H 2.058 -0.590 -1.598
F 4.058 8.422 1.024
H 6.852 3.451 0.769
H 3.874 -1.972 1.747
C -0.565 -2.317 -6.706
H -1.694 -0.665 -5.749
C -3.156 -6.886 -3.717
H 2.554 2.805 5.369
C -5.621 3.332 1.275
H 3.521 -0.985 5.465
C 4.022 0.813 0.243
O 1.689 5.351 1.547
H 6.052 -0.585 3.189
H -4.446 -5.475 -2.583
H 3.813 1.369 -2.868
H -0.313 -2.691 -4.022
H -3.021 1.122 1.124
H -6.421 2.725 1.698
C 3.632 2.015 3.710
C 5.432 -0.637 2.293
H 2.312 0.962 -3.562
C 1.258 -3.268 0.713
H -5.192 -2.094 -3.601
C -5.719 5.132 2.753
C 4.483 3.540 5.715
H -1.138 -6.904 -4.662
C -0.417 0.561 0.500
C 4.132 -0.340 -0.829
H -2.908 -2.747 4.669
H 3.103 4.025 4.226
C -1.533 -1.725 -5.554
H 0.353 2.077 -0.841
H -4.000 -1.341 3.149
H -1.552 -2.925 0.015
H 8.298 2.979 -0.017
H -3.949 3.148 -0.128
F 1.528 4.795 -0.719
H 4.890 3.220 2.562
H -1.742 -0.514 4.362
H 1.706 -2.386 0.254
H -4.688 -0.668 -2.720
N 3.019 6.548 -0.190
H -1.774 -4.364 -3.695
C -5.265 1.650 -0.608
C -1.616 -3.761 3.147
H -4.467 1.247 -1.232
H 3.676 1.162 4.387
O -4.886 4.161 2.144
H -1.532 -3.755 2.060
H 5.717 1.990 3.473
S 2.599 5.252 0.450
H -1.411 2.276 -0.424
F -1.784 1.873 -3.951
H 6.104 -1.197 1.643
H -3.353 -4.005 -4.260
H 7.616 1.031 1.406
C -6.611 -1.487 -2.168
H -3.886 -2.699 2.368
C -1.304 -1.510 4.428
H -1.391 -0.974 -2.259
H 1.953 -3.453 1.533
H -3.608 -6.673 -4.686
H 3.325 -0.698 2.760
H -2.284 -4.622 3.151
C -5.159 -1.645 -2.608
S -2.640 3.220 -3.705
H 0.286 -2.997 1.124
O -2.923 3.130 -2.248
H -7.521 -0.886 -4.171
H 0.467 -2.808 -2.057
H -4.123 -1.910 -0.602
H 6.916 4.274 -2.915
H -4.787 -3.345 -1.403
O -0.977 -1.988 5.747
C 2.842 0.947 -2.610
H -0.671 -4.048 3.608
S -4.837 4.119 -4.094
H -2.630 -0.748 -3.408
H 5.080 -3.013 3.686
C -1.691 -7.390 -3.858
O -5.311 4.012 -2.703
*
```

Computed properties:
HOMO level = -10.386 eV
strongest force on any atom = 8.300 eV/A
energy = -147518.9482 eV
molecular weight = 1118.522 g mol⁻¹

Entry 3:
Here is a molecular structure, C18H36FHfO6 from the Open Molecules 2025 dataset. Energies are from ωB97M-V/def2-TZVPD.

Structure (ORCA input):
```
! wB97M-V def2-TZVPD RIJCOSX def2/J DEFGRID3
* xyz 3 1
H -0.872 0.209 4.220
H -2.677 2.394 -1.798
O -1.009 0.095 -3.025
O -3.885 -2.122 -1.033
H 2.254 -5.149 1.025
H -1.361 3.211 -2.667
H -0.595 -3.573 2.208
C 1.673 3.768 -0.684
H 0.161 0.528 2.874
C 3.614 -1.247 -0.127
F 0.197 -0.439 -0.558
C -1.427 2.269 1.576
Hf 0.802 -1.563 -2.376
H -5.031 -2.991 1.144
O 1.278 4.658 0.019
H 0.868 -2.750 2.619
C 0.191 -2.937 1.787
C 2.315 2.550 -0.048
H 5.395 -2.121 0.589
H -0.005 1.840 4.096
H 3.148 2.891 0.567
H 2.119 -0.468 1.229
H -1.485 1.224 -5.368
H -2.329 2.702 1.135
C 3.199 -0.567 1.130
H 2.444 3.877 -2.670
H 1.524 2.033 0.501
O -2.841 1.427 3.292
C -2.205 1.438 -4.576
C -0.506 1.017 3.587
H -0.811 3.165 1.687
H 3.603 0.447 1.192
C 5.080 -1.530 -0.275
H -3.921 0.326 0.658
H -1.059 2.133 -1.337
C -1.576 1.183 -3.242
H -1.038 1.556 0.849
H -2.169 -0.196 0.760
C 1.209 -5.094 0.712
H -3.000 0.201 -0.712
H -3.061 0.778 -4.738
H -2.547 2.468 -4.632
H 1.104 -5.565 -0.265
C -1.723 1.608 2.902
H -4.318 -1.762 2.185
O 0.711 -3.113 -0.512
C -3.122 -0.301 0.251
H 3.629 -1.055 2.006
H 0.611 -5.655 1.429
H 0.880 4.636 -2.521
H 0.937 2.904 -2.492
O 2.831 -1.505 -1.047
H 2.706 1.752 -0.684
C 0.710 -3.688 0.587
H -3.322 -3.052 1.631
C 1.477 3.797 -2.168
C -3.685 -1.684 0.078
H 5.690 -0.626 -0.299
C -1.679 2.266 -2.225
H 5.304 -2.160 -1.135
C -4.138 -2.393 1.315
H -0.273 -2.043 1.373
*
```

Computed properties:
HOMO level = -16.664 eV
strongest force on any atom = 10.272 eV/A
energy = -35525.9758 eV
molecular weight = 545.968 g mol⁻¹

- Look up the strongest force on any atom of the third one.
  10.272 eV/A

- energy of number 3 (C18H36FHfO6)?
  -35525.9758 eV